(1)
ORCA calculation (wB97M-V/def2-TZVPD) on a single C5H6I2 molecule in a non-equilibrium geometry.

The HOMO energy comes out at -9.2 eV. The spin multiplicity is 1. The electronic energy comes out at -789.42044 a.u. For the energy above the lowest of the compared OMol25 structures with the same formula, charge and spin, the calculation gives 79.5 kJ/mol. Its SMILES is C[C@@]1(I)CC=C1I.

Last column: Löwdin charge in e.
Positions of all 13 atoms, in Å:
C -0.925 -0.417 -1.450  -0.107
C 0.313 0.011 -1.343  -0.913
C -1.083 -0.726 0.078  -0.175
C 0.434 -0.280 0.157  -0.844
C 0.557 0.979 1.238  -0.105
I 1.756 0.941 -2.433  0.882
I 1.822 -1.945 0.576  0.742
H -1.650 -0.309 -2.373  0.142
H -1.796 -0.297 0.686  0.070
H -1.153 -1.829 0.245  0.087
H 0.773 0.628 2.315  0.078
H -0.433 1.493 1.273  0.068
H 1.385 1.751 1.031  0.077

Force components x, y, z for each atom (eV/Å):
-2.835 0.933 -1.265
1.121 0.089 1.846
2.504 -3.378 -2.666
-0.589 1.878 1.737
1.023 -0.632 0.072
0.144 0.022 -0.462
-0.484 0.838 -0.068
1.415 -0.539 2.135
-1.383 1.577 1.022
-0.062 0.722 -0.128
-0.408 0.108 -1.813
0.800 -0.300 -0.273
-1.246 -1.318 -0.135

(2)
ORCA calculation (wB97M-V/def2-TZVPD) on a molecular structure, C5H6I2 in a non-equilibrium geometry.

The HOMO energy comes out at -8.7 eV. The spin multiplicity is 1. The electronic energy comes out at -789.33281 a.u. For the energy above the lowest of the compared OMol25 structures with the same formula, charge and spin, the calculation gives 309.6 kJ/mol.

Last column: Löwdin charge in e.
Positions of all 13 atoms, in Å:
C -0.391 -1.093 1.729  -0.119
C -0.168 0.218 1.808  -0.837
C -0.998 -0.969 0.363  -0.249
C -0.840 0.559 0.509  -0.815
C 0.852 1.432 -0.742  0.091
I 0.390 1.374 3.503  0.778
I -2.596 1.706 0.570  0.801
H 0.144 -1.862 2.160  0.081
H -0.303 -1.253 -0.483  0.110
H -1.998 -1.415 0.078  0.116
H 1.355 1.482 0.247  0.004
H 0.706 2.367 -1.219  -0.002
H 1.118 0.544 -1.391  0.041

Force components x, y, z for each atom (eV/Å):
0.478 1.271 -1.578
-1.013 1.048 1.111
0.113 -0.805 -2.695
1.790 1.408 -0.925
-1.404 -3.390 2.742
0.032 -0.372 -0.977
0.097 0.169 -0.091
0.353 -1.830 1.369
-0.609 -0.194 0.933
0.917 0.729 0.784
0.187 0.075 -1.226
-0.626 0.613 -0.346
-0.316 1.279 0.898

- electronic energy of number 2 (C5H6I2)?
  -789.33281 a.u.